#A
The following is a DFT calculation (wB97M-V/def2-TZVPD) of the molecule C19H25N3O5.

Positions of all 52 atoms, in Å:
C: -0.580 -1.955 -3.151
H: 0.050 -2.838 -3.014
O: -1.642 -1.930 -2.225
C: -1.338 -1.956 -0.893
C: -0.053 -1.887 -0.374
C: 0.148 -1.894 1.002
C: -0.938 -1.957 1.859
C: -2.221 -2.042 1.343
C: -2.425 -2.045 -0.021
H: -3.416 -2.132 -0.441
H: -3.066 -2.104 2.012
H: -0.786 -1.950 2.927
C: 1.559 -1.860 1.526
N: 2.339 -0.773 0.962
C: 3.317 -1.063 0.073
O: 3.498 -2.204 -0.321
C: 4.143 0.083 -0.461
C: 4.093 1.359 0.367
H: 4.677 1.238 1.283
H: 4.525 2.179 -0.208
C: 2.650 1.688 0.742
C: 1.790 2.003 -0.484
O: 2.159 1.878 -1.634
N: 0.583 2.526 -0.161
H: 0.230 2.393 0.779
C: -0.432 2.683 -1.175
H: -1.064 3.537 -0.922
H: 0.090 2.876 -2.115
C: -1.284 1.414 -1.331
N: -2.363 1.323 -0.371
C: -2.211 1.181 0.967
O: -1.189 1.295 1.598
O: -3.401 0.936 1.545
C: -4.424 0.851 0.566
H: -4.895 -0.132 0.646
H: -5.168 1.623 0.782
C: -3.723 1.067 -0.784
H: -4.129 1.924 -1.331
H: -3.772 0.180 -1.425
H: -0.623 0.547 -1.227
H: -1.740 1.394 -2.321
H: 2.624 2.580 1.377
C: 2.086 0.521 1.559
H: 2.547 0.544 2.559
H: 1.004 0.620 1.693
H: 5.168 -0.275 -0.572
H: 3.764 0.295 -1.465
H: 2.071 -2.786 1.238
H: 1.558 -1.774 2.617
H: 0.812 -1.844 -1.017
H: 0.040 -1.055 -3.082
H: -1.048 -1.993 -4.134

Summary:
- gap between HOMO and LUMO (eV) = 9.2
- HOMO energy (eV) = -8.59
- total charge = 0

Atomic partial charges in e from the Mulliken method, atoms 1 to 6: C -0.78; H 0.36; O -0.48; C 0.29; C 0.08; C 0.08

---

#B
The following is a DFT calculation (wB97M-V/def2-TZVPD) of the molecule C19H25N3O5.

Positions of all 52 atoms, in Å:
C: -8.645 2.467 -0.029
H: -8.416 2.856 -1.026
O: -8.186 1.147 0.130
C: -6.855 0.905 0.019
C: -5.886 1.861 -0.239
C: -4.549 1.511 -0.334
C: -4.160 0.190 -0.171
C: -5.131 -0.784 0.090
C: -6.465 -0.446 0.187
O: -7.477 -1.319 0.437
C: -7.153 -2.676 0.613
H: -6.686 -3.098 -0.282
H: -8.100 -3.181 0.799
H: -6.489 -2.824 1.471
H: -4.795 -1.800 0.210
C: -2.769 -0.211 -0.267
N: -2.396 -1.466 -0.135
O: -1.053 -1.521 -0.276
C: -0.580 -0.277 -0.498
C: -1.624 0.604 -0.503
H: -1.567 1.660 -0.653
C: 0.872 -0.052 -0.687
O: 1.338 1.060 -0.833
N: 1.594 -1.193 -0.700
H: 1.127 -2.061 -0.490
C: 3.034 -1.191 -0.799
C: 3.700 -1.231 0.578
C: 5.225 -1.178 0.457
N: 5.656 -0.079 -0.388
C: 5.516 1.248 0.195
C: 6.626 1.567 1.206
H: 6.562 2.606 1.533
O: 7.907 1.418 0.628
C: 8.084 0.117 0.109
C: 6.999 -0.217 -0.924
H: 7.139 -1.231 -1.302
H: 7.085 0.485 -1.760
H: 9.074 0.107 -0.351
H: 8.063 -0.619 0.928
H: 6.539 0.912 2.087
H: 4.539 1.344 0.665
H: 5.574 1.966 -0.628
H: 5.567 -2.101 -0.021
H: 5.655 -1.150 1.472
H: 3.424 -2.149 1.103
H: 3.335 -0.388 1.165
H: 3.350 -2.046 -1.399
H: 3.327 -0.269 -1.304
H: -3.819 2.278 -0.537
H: -6.163 2.895 -0.371
H: -9.725 2.418 0.098
H: -8.222 3.135 0.728

Summary:
- gap between HOMO and LUMO (eV) = 8.6
- HOMO energy (eV) = -8.10
- total charge = 0

Atomic partial charges in e from the Mulliken method, atoms 1 to 6: C -0.95; H 0.37; O -0.43; C 0.98; C -0.59; C -1.29

---

Which of them is most stable, and which least? Most stable: #A; least stable: #B.

---

#A
The following is a DFT calculation (wB97M-V/def2-TZVPD) of the molecule C2H3NP2.

Positions of all 8 atoms, in Å:
C: 0.646 1.379 0.143
C: 0.884 -0.105 0.364
N: 0.373 2.489 0.077
P: -1.569 -0.731 -1.352
P: -0.753 -1.033 0.508
H: 1.625 -0.407 -0.273
H: 1.375 -0.089 1.414
H: -2.581 -1.503 -0.882

Summary:
- gap between HOMO and LUMO (eV) = 8.5
- HOMO energy (eV) = -9.86
- total charge = 0

Atomic partial charges in e from the Mulliken method, atoms 1 to 6: C 0.16; C -0.60; N -0.35; P -0.01; P 0.07; H 0.38

---

#B
The following is a DFT calculation (wB97M-V/def2-TZVPD) of a cluster of 2 separate species, C2H3NP2 in total.

Positions of all 8 atoms, in Å:
C: 0.069 1.807 -0.422
C: -0.057 0.619 0.476
N: 0.174 2.604 -1.240
P: 0.178 -2.160 -0.153
P: -1.212 -0.713 -0.108
H: 1.629 0.257 0.244
H: -0.034 0.834 1.465
H: -0.745 -3.248 -0.263

Summary:
- gap between HOMO and LUMO (eV) = 8.5
- HOMO energy (eV) = -9.93
- total charge = 0

Atomic partial charges in e from the Mulliken method, atoms 1 to 6: C 0.33; C -0.77; N -0.35; P 0.00; P 0.09; H 0.20

---

#C
The following is a DFT calculation (wB97M-V/def2-TZVPD) of a cluster of 2 separate species, C2H3NP2 in total.

Positions of all 8 atoms, in Å:
C: -1.745 0.700 0.072
C: -1.602 -0.624 0.062
N: -1.716 1.851 0.125
P: -1.328 -2.146 -0.120
P: 1.772 -0.501 0.023
H: 0.559 -0.081 0.745
H: 2.554 0.509 0.440
H: 1.506 0.292 -1.347

Summary:
- gap between HOMO and LUMO (eV) = 9.0
- HOMO energy (eV) = -10.07
- total charge = 0

Atomic partial charges in e from the Mulliken method, atoms 1 to 6: C 0.82; C -0.26; N -0.36; P -0.18; P -0.14; H 0.01

---

#D
The following is a DFT calculation (wB97M-V/def2-TZVPD) of the molecule C2H3NP2.

Positions of all 8 atoms, in Å:
C: 0.125 0.691 -0.053
C: -0.653 -0.268 -0.803
N: 0.099 0.679 1.236
P: -1.336 -1.584 0.084
P: -0.607 -0.623 2.003
H: 0.594 1.441 -0.713
H: -0.946 -0.101 -1.806
H: 0.621 -0.991 2.245

Summary:
- gap between HOMO and LUMO (eV) = 8.3
- HOMO energy (eV) = -9.11
- total charge = 0

Atomic partial charges in e from the Mulliken method, atoms 1 to 6: C 0.08; C -0.28; N -0.52; P -0.08; P 0.02; H 0.31

---

Which of them is most stable, and which least? Most stable: #D; least stable: #B.

---

#A
The following is a DFT calculation (wB97M-V/def2-TZVPD) of a cluster of 2 separate species, C2H3O2S2 in total.

Positions of all 9 atoms, in Å:
C: -2.212 -0.624 0.166
C: 1.745 0.167 -0.053
O: -1.626 -1.237 0.999
O: -3.249 -0.622 -0.464
S: -1.424 0.940 -0.636
S: 1.264 1.845 0.431
H: 2.799 0.017 0.179
H: 1.573 0.053 -1.120
H: 1.129 -0.539 0.499

Summary:
- gap between HOMO and LUMO (spin up / spin down) (eV) = 6.6 / 6.6
- HOMO energy (spin up / spin down) (eV) = -4.60 / -4.60
- total charge = -1

Atomic partial charges in e from the Mulliken method, atoms 1 to 6: C 0.65; C -0.78; O -0.56; O -0.54; S -0.23; S -0.35

---

#B
The following is a DFT calculation (wB97M-V/def2-TZVPD) of a cluster of 2 separate species, C2H3O2S2 in total.

Positions of all 9 atoms, in Å:
C: 2.309 0.145 -0.357
C: 3.299 -0.492 -0.114
O: -1.234 -1.093 0.713
O: -0.526 1.178 0.189
S: -3.847 0.771 -0.023
S: -1.351 0.019 -0.196
H: 1.685 1.000 -0.517
H: -4.443 -0.310 0.257
H: 4.107 -1.217 0.047

Summary:
- gap between HOMO and LUMO (eV) = 7.4
- HOMO energy (eV) = -3.78
- total charge = -1

Atomic partial charges in e from the Mulliken method, atoms 1 to 6: C -0.35; C -0.43; O -0.47; O -0.52; S -0.60; S 0.57

---

Which of them is most stable, and which least? Most stable: #A; least stable: #B.

---

#A
The following is a DFT calculation (wB97M-V/def2-TZVPD) of the molecule C6H7N3O2.

Positions of all 18 atoms, in Å:
C: -3.469 -0.472 0.087
C: -1.288 0.214 0.009
C: 0.137 -0.071 -0.083
C: 1.667 -1.802 0.034
C: 2.725 -0.853 0.102
C: 1.261 0.849 -0.077
H: -3.601 -0.518 1.168
H: -4.031 -1.253 -0.464
H: -3.725 0.524 -0.312
H: 2.045 -2.858 -0.110
H: 3.734 -1.175 0.251
H: 1.844 2.810 -0.056
H: 0.149 2.480 -0.045
N: 0.401 -1.325 -0.061
N: 2.526 0.466 0.082
N: 1.077 2.159 -0.128
O: -2.113 -0.857 -0.182
O: -1.717 1.319 0.167

Summary:
- gap between HOMO and LUMO (eV) = 8.8
- HOMO energy (eV) = -8.61
- total charge = 0

Atomic partial charges in e from the Mulliken method, atoms 1 to 6: C -0.64; C 0.78; C 0.27; C -0.33; C -0.16; C 0.45

---

#B
The following is a DFT calculation (wB97M-V/def2-TZVPD) of the molecule C6H7N3O2.

Positions of all 18 atoms, in Å:
C: 1.287 1.640 -0.141
C: 2.648 1.317 -0.365
C: 0.494 0.570 0.149
C: 2.474 -0.961 -0.001
C: -0.105 -1.616 0.275
C: -1.508 -0.620 0.298
N: 3.205 0.158 -0.150
N: -0.859 0.649 0.307
N: 0.968 -0.673 0.179
O: 2.848 -2.098 -0.051
O: -2.249 -0.897 -0.867
H: 1.030 2.601 -0.210
H: 3.383 2.165 -0.617
H: -0.131 -2.278 1.152
H: -0.137 -2.147 -0.807
H: -2.093 -0.918 1.090
H: -1.317 1.485 0.483
H: -1.876 -0.230 -1.474

Summary:
- gap between HOMO and LUMO (eV) = 9.1
- HOMO energy (eV) = -8.65
- total charge = 0

Atomic partial charges in e from the Mulliken method, atoms 1 to 6: C -1.03; C 0.04; C 0.84; C 0.34; C -0.50; C -0.18

---

Which of them is most stable, and which least? Most stable: #A; least stable: #B.